Entry 1:
ORCA calculation (wB97M-V/def2-TZVPD) on a cluster of 3 separate species, C4H14NO2S in total at a distorted geometry.

XYZ file:
```
22
Properties=species:S:1:pos:R:3:forces:R:3:lowdin_spin:R:1
C 1.658439 1.213774 -1.876692 -0.312 0.588 0.074 0.0000
N 0.415035 1.681756 -1.275387 -0.371 -0.140 -0.152 0.0013
C -0.349037 0.754767 -0.436920 0.543 1.374 1.116 0.0014
C -1.800368 0.750324 -0.897766 -0.337 -0.624 -0.453 0.1097
S -2.700031 -0.763652 -0.547834 -0.083 0.140 -0.066 0.8375
C -0.274529 1.180981 1.069468 -0.349 -0.806 -0.287 0.0026
H 1.873878 1.804119 -2.769487 -0.126 -0.112 -0.125 0.0000
H 2.544102 1.343384 -1.241679 -0.080 -0.511 0.158 0.0000
H 1.478185 0.183892 -2.177249 0.452 -0.071 0.004 0.0000
H 0.506095 2.559249 -0.792941 0.227 0.189 -0.083 0.0002
H 0.102345 -0.226064 -0.467563 -0.058 -0.413 -0.522 0.0004
H -2.417194 1.550384 -0.479584 0.213 0.139 0.283 0.0230
H -1.871187 0.958325 -1.972981 0.132 -0.329 0.015 0.0220
H -1.209838 1.666059 1.346319 0.207 0.317 0.196 0.0002
H 0.589494 1.802167 1.271037 0.044 0.300 -0.067 -0.0001
H -0.163474 0.316223 1.727906 -0.140 -0.062 -0.085 0.0011
H -1.414612 -2.676604 0.862341 0.322 -0.228 0.196 0.0001
H -0.178709 -2.742884 0.032801 0.137 -0.179 0.057 0.0009
O -0.545719 -3.117547 0.843872 -0.491 0.376 -0.424 -0.0002
H 0.940727 -3.198774 2.024089 0.044 0.202 0.311 0.0000
H 1.211260 -2.132490 3.085725 0.007 -0.102 -0.047 0.0000
O 1.605144 -2.907382 2.672528 0.020 -0.047 -0.098 -0.0001
```
Positions in Å, forces in eV/Å.

Calculated values
**Spin multiplicity**: 2
**E_HOMO (spin up / spin down)**: -8.9706 / -8.9368 eV
**Gap between HOMO and LUMO (spin up / spin down)**: 9.636 / 6.580 eV
**Energy above the lowest of the compared OMol25 structures with the same formula, charge and spin**: 0.482 eV
**Total charge**: 0
**Electronic energy**: -20793.749 eV
**F_max**: 0.03601 Eh/bohr

***

Entry 2:
ORCA calculation (wB97M-V/def2-TZVPD) on a structure of composition C4H14NO3 at a distorted geometry.

XYZ file:
```
22
Properties=species:S:1:pos:R:3:forces:R:3:mulliken_charge:R:1
C -0.768503 -1.117430 0.661689 0.309 0.117 -0.013 -0.4640
O 0.328935 -0.295417 0.601344 1.910 -0.590 0.357 -0.6419
C -1.950283 -0.239164 0.253040 -1.074 -1.331 0.521 -0.7688
C -1.981181 0.241660 -1.171044 -0.289 -2.687 -0.094 -0.3055
C -1.360718 1.531582 -1.514812 2.376 0.993 -2.712 -0.5153
N 0.226731 1.486664 -1.864421 -3.830 -1.186 -2.971 -0.6984
H -0.648408 -1.966099 -0.049791 -0.333 -0.044 0.109 0.2977
H -0.897529 -1.583275 1.691617 -0.261 0.413 -0.770 0.2454
H -2.898296 -0.788542 0.362390 0.092 0.171 0.637 0.3396
H -1.886285 0.621856 0.839959 -0.349 1.229 1.685 0.3066
H -1.530176 -0.701460 -1.511326 0.573 0.685 -1.687 0.1232
H -3.001795 0.154857 -1.577332 0.124 0.441 0.261 0.3704
H -1.322766 2.241748 -0.730675 -0.629 0.596 1.062 0.3230
H -2.071897 1.986861 -2.369646 2.318 -0.604 1.357 0.1636
H 0.319679 0.562708 -2.389487 0.413 1.732 1.436 0.2596
H 0.836905 1.557855 -1.081705 -0.186 -0.658 0.925 0.3260
H 4.357552 0.924607 1.688512 0.612 -3.297 1.822 0.2596
H 3.683520 -0.619143 1.768754 1.700 1.344 0.731 0.4652
O 4.537140 0.004672 2.195138 -2.599 1.798 -2.808 -0.7812
H 1.373496 -0.897273 0.835652 -0.488 0.614 0.076 0.3597
H 2.179530 -1.650268 2.096714 -1.165 -0.998 3.541 0.2553
O 2.474350 -1.456998 1.265431 0.779 1.261 -3.467 -0.9198
```
Positions in Å, forces in eV/Å.

Calculated values
**E_HOMO**: -4.7536 eV
**Gap between HOMO and LUMO**: 8.458 eV
**Energy above the lowest of the compared OMol25 structures with the same formula, charge and spin**: 2.355 eV
**Total charge**: -1
**Electronic energy**: -12006.541 eV
**F_max**: 0.09705 Eh/bohr

***

Entry 3:
ORCA calculation (wB97M-V/def2-TZVPD) on a cluster of 3 separate species, C4H14NO3 in total at a distorted geometry.

XYZ file:
```
22
Properties=species:S:1:pos:R:3:forces:R:3:lowdin_spin:R:1
C 0.684992 0.527019 0.900971 -0.800 0.485 0.715 0.0036
C 0.563983 0.998622 -0.518776 0.257 -0.544 -1.390 0.0127
C -0.834795 1.014818 -1.096281 -1.336 -0.077 0.194 0.0922
C -1.477214 -0.336100 -0.899656 -0.092 -0.360 -0.183 0.4919
O -0.735737 -1.422343 -0.860347 0.442 -0.228 -0.067 0.2888
N 1.239811 -0.063922 -1.388441 1.264 0.401 1.390 0.0027
H 1.727767 0.437646 1.204627 -0.071 0.079 0.177 0.0002
H 0.125074 -0.383995 1.075431 0.358 -0.440 -0.411 0.0024
H 0.119793 1.192160 1.559072 0.511 0.474 -0.040 0.0002
H 1.136882 1.893643 -0.743557 -0.168 0.435 0.329 0.0025
H -0.816672 1.333994 -2.160405 0.479 -0.047 -0.085 0.0381
H -1.478267 1.777967 -0.647622 0.195 0.061 0.293 0.0058
H -2.561482 -0.478063 -0.916833 0.133 0.413 -0.073 0.0315
H 0.682918 -0.944628 -1.067628 -1.240 -0.538 -0.354 0.0008
H 2.221197 -0.113039 -1.097292 -0.252 -0.152 -0.652 0.0005
H 1.095897 0.103099 -2.375950 0.186 0.015 -0.083 0.0035
H 2.721290 -1.793165 1.326734 0.019 0.141 -0.398 0.0001
H 1.714104 -2.856502 1.361871 -0.435 -0.149 -0.464 0.0001
O 2.076122 -2.213521 0.738196 0.592 -0.083 0.799 0.0014
H -3.238110 -0.114140 1.618989 0.019 -0.024 -0.124 0.0017
H -2.577458 1.177895 2.117535 -0.074 -0.255 -0.039 0.0011
O -2.390095 0.262553 1.869361 0.013 0.392 0.464 0.0184
```
Positions in Å, forces in eV/Å.

Calculated values
**Spin multiplicity**: 2
**E_HOMO (spin up / spin down)**: -4.0631 / -7.7351 eV
**Gap between HOMO and LUMO (spin up / spin down)**: 4.579 / 8.216 eV
**Energy above the lowest of the compared OMol25 structures with the same formula, charge and spin**: 1.865 eV
**Total charge**: 0
**Electronic energy**: -12004.639 eV
**F_max**: 0.03736 Eh/bohr

***

Entry 4:
ORCA calculation (wB97M-V/def2-TZVPD) on a cluster of 3 separate species, C4H14NO3S in total at a distorted geometry.

XYZ file:
```
23
Properties=species:S:1:pos:R:3:forces:R:3:lowdin_spin:R:1
O -1.560434 1.785085 2.806783 -0.091 -0.180 0.192 0.0011
C -1.818355 1.039782 1.914050 0.233 0.191 -0.475 0.0003
C -0.684009 0.464301 1.047041 -0.854 -0.265 -0.465 0.0032
C -0.832844 -1.001023 0.547642 0.317 1.327 0.789 0.0138
C -1.801560 -1.266320 -0.605757 -0.208 -0.219 -0.535 0.0960
S -2.235403 -0.082080 -1.898939 0.124 -0.098 0.337 0.8037
N 0.580205 0.714017 1.770171 1.233 -0.192 -0.483 0.0006
H -2.841652 0.815313 1.569038 -0.132 -0.075 0.225 -0.0001
H -0.670368 1.087986 0.155767 0.327 0.364 -0.061 0.0031
H 0.176793 -1.269570 0.245905 -0.054 -0.476 -0.133 0.0031
H -1.159542 -1.589962 1.400802 0.122 -0.480 -0.108 -0.0006
H -2.800023 -1.611216 -0.285260 -0.070 0.188 0.184 0.0434
H -1.440858 -2.100624 -1.205444 0.102 -0.184 -0.008 0.0030
H -2.449397 1.034630 -1.162684 -0.035 -0.008 -0.041 0.0283
H 0.626861 0.270725 2.684942 -0.320 0.141 0.456 0.0001
H 0.747619 1.720020 1.873472 -0.272 0.007 0.412 0.0001
H 1.423600 0.378564 1.272047 -0.059 -0.002 -0.577 0.0001
H 3.096591 0.136754 -1.265612 -0.354 -0.207 0.198 0.0000
H 2.892681 1.539665 -0.780417 0.078 0.120 0.243 0.0000
O 2.716506 0.631311 -0.507919 -0.218 0.128 -0.121 0.0006
H 2.308415 -0.353514 -3.636741 0.329 -0.114 0.016 -0.0001
H 2.785721 -1.646169 -2.949853 0.165 -0.128 -0.184 0.0000
O 2.939449 -0.697666 -2.989023 -0.363 0.161 0.138 0.0003
```
Positions in Å, forces in eV/Å.

Calculated values
**Spin multiplicity**: 2
**E_HOMO (spin up / spin down)**: -17.6614 / -17.6595 eV
**Gap between HOMO and LUMO (spin up / spin down)**: 10.056 / 4.884 eV
**Total charge**: +2
**Electronic energy**: -22823.328 eV
**F_max**: 0.03065 Eh/bohr

***

Entry 5:
ORCA calculation (wB97M-V/def2-TZVPD) on a cluster of 3 separate species, C4H14NO4 in total at a distorted geometry.

XYZ file:
```
23
Properties=species:S:1:pos:R:3:forces:R:3:mulliken_charge:R:1
C 1.500132 0.161545 0.783977 1.906 -1.100 0.201 -0.6435
O 2.622671 1.058172 0.709376 -0.509 0.481 0.500 -0.5695
C 0.539255 0.545831 -0.342286 1.030 -1.081 -0.328 -0.1524
C -0.837583 -0.060641 -0.131775 0.811 -0.422 -1.242 -0.4542
C -1.646285 0.062479 -1.392089 -0.419 0.577 -0.926 0.0035
O -1.793869 1.057159 -2.073690 0.640 0.215 0.898 -0.5031
N 0.496924 2.031974 -0.464497 -1.734 1.421 1.026 -0.1545
H 1.035252 0.174942 1.799734 0.464 0.423 -0.757 0.3371
H 1.996396 -0.876588 0.661056 -1.684 1.233 -0.048 0.3174
H 3.133645 0.865089 -0.084358 0.147 -0.269 0.155 0.3549
H 1.055929 0.169846 -1.252965 -0.796 0.324 0.178 0.2328
H -1.371849 0.336176 0.740041 0.204 -0.373 -0.098 0.3817
H -0.596808 -1.145146 -0.075011 -0.472 0.517 0.633 0.3268
H -2.081114 -0.844239 -1.778732 -0.440 -0.813 0.022 0.3943
H -0.209367 2.367608 -1.146326 0.207 -0.730 -0.241 0.3673
H 0.087423 2.389506 0.435227 0.862 -0.106 -0.678 0.3955
H 1.381849 2.517455 -0.651491 -0.016 -0.475 0.371 0.3868
H -2.745160 0.667974 2.960722 -0.113 -0.139 0.118 0.2795
H -2.564801 -0.854978 2.778828 -0.075 0.064 0.097 0.2756
O -2.377501 -0.001413 2.375168 0.009 0.126 0.112 -0.5878
H 0.350392 -4.135957 -0.967480 0.301 0.301 -0.221 0.2967
H 1.278372 -3.232696 -1.841908 -0.075 -0.344 -0.031 0.3113
O 0.746091 -3.254088 -1.041525 -0.248 0.170 0.257 -0.5962
```
Positions in Å, forces in eV/Å.

Calculated values
**E_HOMO**: -13.7514 eV
**Gap between HOMO and LUMO**: 10.608 eV
**Energy above the lowest of the compared OMol25 structures with the same formula, charge and spin**: 1.673 eV
**Total charge**: +1
**Electronic energy**: -14048.028 eV
**F_max**: 0.04795 Eh/bohr

***

Entry 6:
ORCA calculation (wB97M-V/def2-TZVPD) on a cluster of 2 separate species, C4H14NOS in total at a distorted geometry.

XYZ file:
```
21
Properties=species:S:1:pos:R:3:forces:R:3:mulliken_charge:R:1
C 1.330848 0.496908 -0.479267 1.762 0.563 -2.975 -0.7511
C 0.299412 1.213132 -1.413851 -0.621 -2.270 2.571 -0.3916
C -1.180654 0.714023 -1.064907 -0.414 1.892 -0.772 -0.8491
S -1.524163 -0.147107 0.452667 0.059 -1.199 1.808 -0.0928
C -2.682944 0.889899 1.521988 0.625 0.344 -2.217 -0.8440
N 1.266616 -1.014529 -0.652677 -1.196 0.764 0.537 -0.1193
H 1.190967 0.667677 0.578377 0.060 0.197 0.049 0.4131
H 2.340514 0.802086 -0.899129 -0.962 -0.235 1.185 0.4021
H 0.486490 2.248735 -1.192214 -0.315 0.559 -0.486 0.3569
H 0.476235 0.892848 -2.428476 0.310 0.517 -0.415 0.3254
H -1.864278 1.577345 -1.002943 0.332 -0.102 -0.457 0.4168
H -1.549923 0.112701 -1.903358 0.041 0.043 0.248 0.3712
H -2.801954 0.606213 2.550685 0.512 -0.658 0.260 0.3577
H -2.250368 1.890392 1.454532 -0.542 0.026 0.128 0.2724
H -3.621755 0.756243 0.987263 -0.106 0.557 0.320 0.3080
H 1.572428 -1.463489 -1.521248 0.276 0.552 0.221 0.3687
H 0.246966 -1.109503 -0.587302 0.091 -1.007 0.191 0.1426
H 1.678748 -1.424010 0.205283 0.132 -0.480 -0.063 0.3641
H 2.965745 -2.373401 2.072969 0.048 -0.908 -0.007 0.3293
H 1.568176 -3.057384 1.518990 0.784 -0.627 0.549 0.3392
O 2.052895 -2.278779 1.802617 -0.878 1.471 -0.677 -0.7195
```
Positions in Å, forces in eV/Å.

Calculated values
**E_HOMO**: -12.3504 eV
**Gap between HOMO and LUMO**: 9.234 eV
**Energy above the lowest of the compared OMol25 structures with the same formula, charge and spin**: 1.312 eV
**Total charge**: +1
**Electronic energy**: -18740.876 eV
**F_max**: 0.06813 Eh/bohr

***

> total charge of number 1 (C4H14NO2S)?

0

***

> Which of these has the highest F_max?

number 2